No. 1
Density functional theory data (wB97M-V/def2-TZVPD) for a structure of composition C12H23ErI2NO2P2.

Values from the calculation:
HOMO energy (alpha / beta)   -14.6 / -14.6 eV
Gap between HOMO and LUMO (alpha / beta)   8.023 / 4.279 eV
Charge   +2
2S+1   5
LUMO (alpha / beta)   -6.6 / -10.3 eV

Positions of all 43 atoms, in Å:
I -3.77347 0.92069 -1.58791
I -0.71963 -3.02162 -1.96599
Er -1.21760 -0.47631 -0.90423
P -0.00237 1.35491 -2.61747
C -0.94587 2.00374 -4.03872
C 0.92139 2.78890 -1.98728
H 1.61083 3.17936 -2.74658
H 1.95292 1.15649 -4.07713
H 1.50327 2.47283 -1.11441
H 2.03431 0.01156 -2.69467
H -1.70156 2.72534 -3.71297
H 0.24244 3.58628 -1.67106
C 1.37314 0.45964 -3.44849
H -0.27011 2.48212 -4.75645
H 0.95640 -0.35427 -4.05865
H -1.47217 1.18102 -4.53794
P -2.31793 -0.81950 1.62512
C -4.13181 -0.97657 1.76874
C -1.74318 -2.44672 2.23147
H -0.74288 0.37493 2.99305
H -2.07252 -0.26861 3.98490
H -2.30796 1.19934 2.99163
C -1.82639 0.21776 3.03227
H -0.65158 -2.50365 2.18080
H -2.06505 -2.61040 3.26905
H -4.39261 -1.37077 2.75966
H -4.49873 -1.66587 0.99522
H -2.14332 -3.23587 1.58656
H -4.62107 -0.00805 1.60905
C -1.73804 1.96626 0.05192
O -1.73030 2.98552 0.57859
O 0.61550 -0.54477 0.12039
N 1.85090 -0.69051 0.68380
C 2.95211 -0.34023 -0.04111
C 4.21644 -0.57928 0.48672
C 4.31965 -1.17434 1.74150
C 3.17351 -1.59471 2.41959
C 1.92660 -1.24620 1.92386
H 2.79561 0.16481 -0.99340
H 5.11969 -0.25667 -0.03683
H 5.28934 -1.32015 2.21582
H 3.23333 -2.19861 3.32307
H 0.99876 -1.52781 2.41847

=====

No. 2
Density functional theory data (wB97M-V/def2-TZVPD) for a structure of composition C24H26N4PbS2Si.

Values from the calculation:
HOMO energy (alpha / beta)   -4.1 / -4.1 eV
Gap between HOMO and LUMO (alpha / beta)   3.470 / 3.471 eV
Charge   0
Energy above the lowest of the compared OMol25 structures with the same formula, charge and spin   2.008 eV
2S+1   1
LUMO (alpha / beta)   -0.6 / -0.6 eV

Positions of all 58 atoms, in Å:
C 0.53121 2.40989 1.51025
C -0.53949 2.80495 0.65381
C -1.71910 2.14116 1.08814
H -0.47613 3.51808 -0.16729
C -1.37924 1.32488 2.20943
C 0.01450 1.49322 2.46474
H 0.57082 1.04175 3.28817
H 1.55571 2.77466 1.45638
H -2.71074 2.25994 0.65199
H -2.08416 0.76959 2.83399
Pb -1.32583 -1.83659 1.44844
C -0.03892 -0.49658 -0.58909
H -0.49542 0.25963 0.06477
H 0.80092 -1.05290 -0.15530
H -0.72232 -1.07787 -1.21958
Si 0.97880 0.96399 -1.99817
C 2.19831 -0.01278 -2.99642
C 3.24421 0.67793 -3.64889
H 3.27499 1.77247 -3.61613
C 4.25147 -0.02534 -4.31743
H 5.05709 0.52437 -4.80808
C 4.22579 -1.42335 -4.35314
H 5.01376 -1.96928 -4.86871
C 3.18324 -2.11441 -3.72571
H 3.15846 -3.20513 -3.74648
C 2.16755 -1.41688 -3.06160
H 1.35152 -1.96370 -2.58301
C -0.50177 1.62395 -2.91754
C -0.29789 2.49310 -4.01098
H 0.71133 2.63177 -4.41131
C -1.37210 3.19965 -4.56417
H -1.19597 3.89941 -5.38195
C -2.66702 3.00858 -4.06915
H -3.50455 3.55656 -4.50021
C -2.88570 2.09556 -3.03145
H -3.89287 1.92088 -2.64959
C -1.81626 1.39294 -2.47158
H -2.00609 0.67073 -1.67389
H 1.83416 2.30163 -1.38619
H 1.80702 2.38826 -2.26227
N -4.52113 -1.84376 3.37481
C -3.47525 -2.20429 4.13110
N -2.21799 -2.20999 3.70112
C -1.33146 -2.58125 4.71640
C -1.95098 -2.88020 5.90986
S -3.66763 -2.67315 5.78800
C 0.05343 -2.53028 4.38596
C 1.17518 -2.83553 5.12337
S 2.61485 -2.53426 4.20855
C 1.64938 -1.91683 2.91088
N 0.34076 -2.03697 3.11530
N 2.15981 -1.38292 1.75150
H -5.43859 -1.86470 3.80643
H -4.41044 -1.49775 2.43054
H -1.42736 -3.19614 6.80803
H 1.14877 -3.22833 6.13197
H 3.17109 -1.47055 1.67767
H 1.82827 -0.43781 1.54372

=====

No. 3
Density functional theory data (wB97M-V/def2-TZVPD) for a structure of composition C32H29AsF6N3OSiSr.

Values from the calculation:
HOMO energy (alpha / beta)   -8.0 / -8.0 eV
Gap between HOMO and LUMO (alpha / beta)   5.956 / 4.143 eV
Charge   0
2S+1   2
LUMO (alpha / beta)   -2.0 / -3.8 eV

Positions of all 74 atoms, in Å:
Sr -1.98577 -1.89084 -0.51833
N 6.17360 -1.85203 6.28207
C 5.30949 -1.90110 5.52649
C 4.23131 -1.97421 4.58685
C 3.93217 -3.19206 3.97551
C 2.88531 -3.26736 3.07521
C 2.12199 -2.13887 2.79013
C 2.42124 -0.92629 3.40406
C 3.47512 -0.83982 4.29646
C 0.96735 -2.22639 1.84746
C 1.28179 -2.30824 0.48381
C 2.62991 -2.32010 -0.04613
C 2.51482 -2.58976 -1.36726
C 1.10029 -2.70405 -1.62817
N 0.37272 -2.52825 -0.54968
C -0.29873 -2.27597 2.45077
C -0.52984 -2.48897 3.86444
C -1.87417 -2.56607 4.02441
C -2.44371 -2.35204 2.71827
N -1.52249 -2.18591 1.79466
H 4.51858 -4.06833 4.21508
H 2.64481 -4.20814 2.59527
H 1.82720 -0.05044 3.16938
H 3.71488 0.09920 4.77602
H 3.53149 -2.14613 0.51746
H 3.30808 -2.69557 -2.08889
H 0.63482 -2.93212 -2.57795
H 0.22872 -2.60615 4.62071
H -2.41951 -2.74974 4.93548
H -3.49817 -2.32161 2.47270
C -3.26301 2.71143 -1.20777
C -2.20464 2.59169 -2.29540
C -2.71094 1.75997 -3.46495
C -1.70531 3.95367 -2.74974
Si -0.74118 1.52820 -1.50234
O -1.31320 0.09827 -1.17592
C -0.16066 2.41284 0.07406
C -0.33295 1.71924 1.27592
C 0.10600 2.24666 2.48303
C 0.74249 3.47931 2.51132
C 0.92521 4.18200 1.32916
C 0.47413 3.65364 0.12638
C 0.63320 1.43637 -2.81017
C 0.74163 0.23188 -3.50912
C 1.75855 0.02025 -4.43045
C 2.69188 1.01895 -4.66951
C 2.59761 2.22484 -3.99078
C 1.57809 2.42851 -3.06945
H -4.15147 3.23174 -1.59384
H -2.89577 3.27517 -0.34637
H -3.58290 1.72412 -0.86690
H -3.56496 2.25748 -3.94623
H -3.05000 0.77896 -3.12700
H -1.93645 1.62056 -4.22422
H -2.52165 4.52187 -3.21863
H -0.90666 3.85948 -3.48971
H -1.34391 4.54703 -1.90641
H -0.82791 0.75340 1.25216
H -0.05651 1.69898 3.40616
H 1.08665 3.89468 3.45051
H 1.41933 5.14588 1.34409
H 0.61751 4.23209 -0.77798
H 0.00296 -0.54008 -3.32150
H 1.82479 -0.92016 -4.96715
H 3.48724 0.85872 -5.38702
H 3.32018 3.00964 -4.17941
H 1.53025 3.37763 -2.54983
F -3.28275 -3.25062 -1.51588
As -4.86072 -2.41197 -1.17704
F -5.69735 -3.74070 -1.84278
F -4.77910 -3.14770 0.39232
F -6.30593 -1.57254 -0.82496
F -3.94667 -1.04561 -0.45054
F -4.64839 -1.64843 -2.70237